No. 1
Computed, not measured: a 5-piece molecular cluster, C5H23N2O4 overall, with ωB97M-V/def2-TZVPD.

CARTESIAN COORDINATES (ANGSTROEM)
C1 -1.5186 1.1898 0.6568
C2 -0.7642 1.5416 -0.6472
C3 -0.6897 0.1500 -1.3675
C4 -0.0309 0.3912 -2.7260
C5 1.2271 -0.5234 -2.7442
N1 2.3505 0.1228 -2.0608
N2 0.7003 1.8908 -0.4070
H1 -2.4283 1.8098 0.8391
H2 -1.8395 0.1394 0.6421
H3 -0.9855 1.3882 1.5905
H4 -1.2368 2.3358 -1.2530
H5 -0.1604 -0.5446 -0.7047
H6 -1.6576 -0.4077 -1.4241
H7 -0.5649 0.0859 -3.5906
H8 0.3018 1.4646 -2.9502
H9 1.4707 -1.0056 -3.6898
H10 0.9296 -1.3391 -2.0745
H11 3.1638 0.0473 -2.6672
H12 2.5394 -0.4106 -1.1873
H13 1.2395 1.2595 0.2305
H14 1.1473 1.9580 -1.3481
H15 0.8129 2.8768 -0.1133
H16 -1.3165 0.1067 3.8411
H17 -2.5434 -0.4308 2.9389
O1 -1.9688 0.3713 3.2002
H18 -2.7543 -2.0032 1.0165
H19 -3.7142 -1.6299 -0.1230
O2 -2.7865 -1.7931 0.0706
H20 0.0240 -2.8406 2.6276
H21 1.5611 -2.9741 2.2765
O3 0.8817 -2.3932 2.6009
H22 2.1368 -0.6703 2.0399
H23 3.4109 0.1443 1.9538
O4 2.5473 0.0647 1.5609

Atomic forces in eV per Å
-0.5617 1.4508 0.5461
-0.8913 -2.6072 1.1142
-1.0139 1.6315 -0.8521
2.2524 -0.5181 -0.4306
-0.7168 -0.3754 1.0559
0.6207 -0.4884 0.3612
-0.0781 1.8742 -0.6735
0.5123 -0.3772 -0.5620
0.3039 0.6076 0.0465
0.3865 -0.1911 -0.4630
0.5160 -0.3946 0.3024
0.4888 0.3855 -0.1104
0.4599 1.1639 -0.1680
-1.2471 -0.1104 -0.4940
-0.5734 -1.2896 0.4442
0.1341 0.5453 -0.2059
0.0578 -0.3428 -0.6269
0.0781 0.1667 0.4784
0.2678 0.6625 -0.9888
-0.4213 0.3160 -0.5175
0.2786 -1.0799 0.6739
-0.2802 -0.6570 0.6201
0.1399 -0.5535 0.4537
1.6270 1.9193 1.0924
-1.9436 -1.5766 -0.8541
-0.1426 -0.0748 -0.4406
-0.1395 -0.0758 0.0081
0.1040 -0.1232 0.4472
0.6345 -0.1618 -0.1400
-0.0014 -0.7935 -0.1489
-0.4673 0.9713 0.2253
-0.2711 0.0857 -0.0499
0.5644 0.2237 0.1423
-0.6778 -0.2132 -0.2856

Output
- Charge: +1
- Frontier orbital gap: 10.14 eV
- Lowest unoccupied orbital energy: -2.687 eV

=====

No. 2
Computed, not measured: one molecule with the formula C3H5NO2, with ωB97M-V/def2-TZVPD.

CARTESIAN COORDINATES (ANGSTROEM)
C1 -1.6044 -0.1926 -0.6946
N1 -1.1149 0.3467 0.5964
C2 0.1552 0.2960 1.0152
O1 0.9390 -0.3320 0.0952
C3 2.2811 -0.1565 0.3434
O2 2.7667 0.5762 1.1467
H1 -2.6456 0.0868 -0.8754
H2 -1.5618 -1.2895 -0.6536
H3 -0.9795 0.1274 -1.5331
H4 -1.0662 1.3354 0.9131
H5 2.8304 -0.7981 -0.3532

Atomic forces in eV per Å
0.1079 0.1385 -0.0263
0.9081 0.4269 0.1613
0.4282 -0.3227 -0.1448
0.0321 -0.3323 0.2613
0.6408 0.1178 0.2982
-0.1905 -0.4704 -0.5610
0.2534 0.1147 0.2132
0.0603 0.3783 0.1582
-0.1179 0.0342 0.0776
-2.2329 -0.0825 -0.4260
0.1105 -0.0026 -0.0116

Output
- Frontier orbital gap: 9.79 eV
- Lowest unoccupied orbital energy: 0.830 eV

=====

No. 3
Computed, not measured: a 2-piece molecular cluster, C3H8NS overall, with ωB97M-V/def2-TZVPD.

CARTESIAN COORDINATES (ANGSTROEM)
C1 -0.7031 0.9203 2.0264
S1 -1.8823 1.0551 0.6561
H1 0.2006 1.5552 2.0267
H2 -1.1470 1.1242 3.0071
H3 -0.2762 -0.0924 2.0513
C2 0.6154 -1.4731 -0.7658
C3 0.2905 0.5217 -1.9063
N1 0.4375 -0.7257 -1.9828
H4 0.2394 -0.9497 0.1253
H5 1.6785 -1.6904 -0.6507
H6 0.1033 -2.4396 -0.7765
H7 0.5426 1.1285 -2.7820
H8 -0.0992 1.0660 -1.0288

Atomic forces in eV per Å
0.6210 -0.2772 0.4244
-0.1378 0.3388 0.1269
-0.2843 0.2449 -0.5062
-0.1816 -0.1851 -0.0529
-0.1834 -0.0380 0.2458
-1.0533 -0.1516 0.9206
-0.1171 0.5950 0.2056
1.3247 -0.2774 -0.7455
0.1561 0.0813 -0.1128
0.0580 0.0877 -0.0446
-0.0195 0.0315 -0.3201
-0.6175 -0.1685 -0.3010
0.4348 -0.2813 0.1598

Output
- Charge: -1
- Frontier orbital gap: 6.54 eV
- Lowest unoccupied orbital energy: 4.187 eV

=====

No. 4
Computed, not measured: one molecule with the formula C21H23NO4, with ωB97M-V/def2-TZVPD.

CARTESIAN COORDINATES (ANGSTROEM)
C1 4.1074 2.9605 -2.4226
H1 3.6180 2.5879 -3.4505
O1 4.1298 1.8270 -1.5553
C2 3.1423 1.2337 -1.2121
C3 1.8701 1.5610 -1.8401
C4 0.9333 0.7246 -1.1721
C5 1.2068 -0.2069 -0.1239
C6 2.3694 -0.6168 0.1026
C7 3.4513 0.1440 -0.3424
H2 4.3884 0.0833 0.0963
H3 2.5991 -1.5324 1.0101
N1 0.0752 -1.2595 0.1356
C8 -1.1491 -0.3886 0.5771
O2 -2.1822 -1.2157 0.9957
C9 -0.9818 0.8999 0.9226
C10 0.0487 1.3899 2.0942
C11 0.0013 2.8513 2.3686
C12 -0.7926 3.6547 1.8225
C13 -1.8985 3.0729 0.7981
C14 -1.7928 1.8096 0.5951
O3 -2.6732 1.3378 -0.5937
C15 -3.8810 1.5728 -0.2998
O4 -4.5118 2.3071 0.4071
C16 -4.6558 0.8464 -1.3426
H4 -4.8243 -0.3867 -1.4018
H5 -4.3000 0.9215 -2.4478
H6 -5.7546 1.4235 -1.6502
H7 -2.5077 3.7227 0.3735
H8 -0.7007 4.6810 2.1245
H9 0.7141 3.0628 3.1482
H10 0.5880 0.5095 2.4270
C17 0.0489 -2.5811 -0.1658
C18 -0.3232 -3.4045 1.2430
C19 0.3035 -4.6330 1.3166
C20 0.8023 -3.5738 2.2244
H11 0.4290 -3.8141 3.3658
H12 1.7022 -3.2943 1.9028
H13 -0.2985 -5.4847 2.0669
H14 0.9552 -5.1608 0.6215
H15 -1.1810 -3.3279 1.6650
C21 -0.9516 -2.8145 -1.0305
H16 -0.6695 -4.0339 -1.1767
H17 -0.5389 -2.3310 -2.0707
H18 -1.8646 -2.5528 -0.9113
H19 1.1519 -2.8880 -0.4120
H20 -0.2841 0.8782 -1.5751
H21 1.6379 2.3008 -2.3623
H22 3.3600 3.8848 -2.1132
H23 5.0832 3.2517 -2.7321

Atomic forces in eV per Å
-4.1786 0.1304 -2.3116
0.8652 0.7255 2.0127
8.9357 6.5198 -2.6963
-5.9176 -3.9318 0.7457
1.4454 -9.5588 8.9954
-3.7040 1.8987 -2.2515
-9.0167 -1.8949 -4.3783
8.6716 -3.6397 5.3213
-3.2227 0.8393 -0.9183
1.7333 -0.1909 0.2726
-0.8013 2.7646 -3.1032
-1.3166 11.9404 2.5670
-1.5328 -14.8468 1.2239
4.4662 5.4057 -2.5433
7.8256 1.6065 8.0827
-4.3613 0.3029 -4.6836
5.3142 -9.1886 3.2789
-7.4533 2.4094 -5.5992
6.5573 4.3167 6.4066
-5.1450 0.8341 -6.1730
4.7573 0.9909 3.3823
-5.5437 -1.0643 -3.1243
1.3928 0.6928 1.7421
-4.8741 -2.1689 -5.5750
0.4240 3.3714 1.1624
0.5905 0.2359 1.9975
2.7874 -1.8966 1.8011
-2.6922 2.5092 -1.8701
-0.6368 0.5010 -0.4347
0.1406 0.7979 0.0746
0.4979 0.7953 0.5937
3.9922 -1.2624 7.4697
5.4125 2.9353 -4.4020
-0.8644 -7.5481 3.2761
-4.2370 -1.7673 3.5170
1.7625 1.2815 -2.9592
3.6460 1.7049 -0.1685
1.5973 2.0688 -2.7388
-0.2411 0.5248 -0.1892
-5.6971 0.9992 1.8985
5.1453 -6.5718 -9.9213
-2.0730 2.7203 -0.3344
-1.3935 -1.1196 1.8806
-5.8861 1.4043 1.4503
-2.1503 0.2665 0.0310
3.7327 -0.7264 1.4106
-1.7254 5.9697 -4.6777
2.1723 -2.3659 -0.1812
0.7989 0.2789 0.6406

Output
- Structure (SMILES): COc1ccc(N(C(=O)c2ccccc2OC(C)=O)[C@H](C)C2CC2)cc1
- Frontier orbital gap: 7.12 eV
- Lowest unoccupied orbital energy: -0.683 eV

=====

Calculated total energy in order - -614.50698; -322.44655; -572.02300; -1169.08971 Ha
Calculated HOMO in order - -12.83; -8.96; -2.36; -7.81 eV
Calculated relative energy (zero: lowest compared OMol25 entry of this formula, charge and spin) in order - 209.4; 335.5; 145.1; 1945.9 kJ/mol